Record 1
Entry from the Open Molecules 2025 dataset: a molecular structure, C39H42CdN7O3S6 (the ωB97M-V functional and the def2-TZVPD basis).

Output
Highest occupied orbital energy (spin up / spin down): -3.786 / -4.677 eV
Molecular weight: 961.62 g/mol
Total charge: -1
ΔE to the lowest compared entry with this formula, charge and spin: 26.7 kcal per mole
Energy: -4677.4057 a.u.

Geometry as XYZ:
```
98
Properties=species:S:1:pos:R:3:mulliken_charge:R:1
Cd 0.26493 0.06427 0.24697 2.57
C 1.28178 -4.53631 3.51027 -0.46
C 2.06459 -4.76248 2.38433 -0.57
C 1.89211 -4.00312 1.23950 -0.39
C 0.92793 -2.98894 1.21158 -0.33
C 0.13576 -2.76897 2.34202 0.12
C 0.31344 -3.53970 3.47702 -0.81
N 0.75046 -2.15012 0.11051 0.53
N 1.23604 -2.60894 -1.01451 -0.48
C 1.19355 -1.76240 -2.06302 -0.16
C 1.70711 -2.23652 -3.29876 -0.43
C 1.73883 -1.41162 -4.38420 -0.68
C 1.25211 -0.09463 -4.26586 -0.96
C 0.77503 0.29947 -3.03837 -1.09
N 0.72569 -0.49249 -1.96157 1.18
H 1.42971 -5.12682 4.40566 0.38
H 2.82764 -5.53155 2.40260 0.35
H 2.50761 -4.15776 0.36531 0.45
H -0.62823 -2.00208 2.30895 0.35
H -0.30598 -3.35465 4.34616 0.40
H 2.07508 -3.25239 -3.33033 0.53
H 2.13846 -1.76491 -5.32728 0.34
H 1.27236 0.59884 -5.09514 0.48
H 0.42588 1.31541 -2.88890 0.51
O 4.94611 -2.73383 4.75806 -0.62
C 4.33844 -2.06819 3.96054 0.66
S 4.78448 -1.90002 2.26482 -0.15
C 3.51512 -0.77733 1.78151 0.11
C 2.60600 -0.42242 2.79701 -0.13
S 1.26960 0.59775 2.65104 -0.42
S 2.91220 -1.10577 4.37572 -0.10
S 3.52928 -0.22667 0.20922 -0.34
C -3.79528 3.27874 6.80634 -1.51
C -3.52139 2.66210 5.46089 1.15
C -2.26352 2.15501 5.14896 -1.08
C -2.00190 1.60493 3.90452 -0.52
C -3.01256 1.56156 2.95703 -0.57
C -4.27543 2.05452 3.24672 -0.10
C -4.52306 2.60169 4.49612 -0.85
S -2.69703 0.83213 1.36856 1.48
O -2.31974 -0.54662 1.57660 -0.78
O -3.88929 1.07011 0.57635 -0.73
N -1.39337 1.53744 0.78276 0.87
C -1.38384 2.85343 0.37484 -0.33
C -2.40354 3.77389 0.53875 -0.70
C -2.26206 5.10951 0.11823 -1.11
C -1.11788 5.56002 -0.47214 -0.90
C -0.05142 4.65452 -0.67765 0.92
C 1.16660 5.03567 -1.28338 -0.86
C 2.15721 4.11577 -1.46217 -1.02
C 1.92827 2.79046 -1.04727 -0.30
N 0.81228 2.40389 -0.48494 0.49
C -0.17883 3.30652 -0.27320 -0.29
H -3.00445 3.04070 7.51668 0.35
H -4.74170 2.92370 7.21620 0.37
H -3.85853 4.36626 6.72756 0.29
H -1.47404 2.18610 5.89067 0.35
H -1.02388 1.20200 3.68068 0.22
H -5.04886 2.00548 2.49193 0.50
H -5.51042 2.98626 4.72566 0.37
H -3.33517 3.46838 0.99052 0.38
H -3.09145 5.78831 0.27618 0.39
H -1.00906 6.59027 -0.78743 0.38
H 1.29601 6.06555 -1.59629 0.41
H 3.10279 4.37874 -1.91617 0.42
H 2.68651 2.02750 -1.18242 0.30
C -5.87808 0.14620 -2.17714 -0.84
C -5.27599 1.45180 -2.69286 -0.48
C -3.91951 1.30817 -3.38450 -0.21
C -2.75069 0.95904 -2.46154 0.16
N -2.77045 -0.38865 -1.91523 1.08
C -2.60739 -1.53361 -2.61119 -0.48
S -3.05672 -3.00637 -1.94991 -0.41
N -2.10373 -1.39059 -3.85992 0.54
C -1.71317 -2.49037 -4.72390 -0.57
C -2.18784 -2.28213 -6.16126 -0.82
C -3.62060 -2.74539 -6.42260 -0.64
C -4.67645 -2.04936 -5.56996 -0.70
H -6.92806 0.28752 -1.91329 0.41
H -5.36489 -0.21438 -1.28852 0.13
H -5.82503 -0.63761 -2.93685 0.11
H -5.18180 2.16273 -1.86642 0.18
H -5.96838 1.89876 -3.41366 0.45
H -3.66767 2.25951 -3.86513 0.49
H -3.99408 0.56119 -4.18167 -0.25
H -2.75058 1.63352 -1.60830 -0.33
H -1.80808 1.12849 -2.99021 -0.29
H -3.20967 -0.50490 -1.01349 -0.13
H -1.67560 -0.50222 -4.07414 0.18
H -2.14409 -3.39593 -4.29865 0.64
H -0.62668 -2.60176 -4.69405 -0.07
H -1.51560 -2.83147 -6.82683 0.35
H -2.08397 -1.22316 -6.42666 0.29
H -3.67198 -3.82388 -6.24310 0.28
H -3.84939 -2.59785 -7.48284 0.35
H -4.53249 -2.26233 -4.50979 0.09
H -5.67736 -2.38666 -5.84599 0.46
H -4.63871 -0.96553 -5.70627 0.18
```

Record 2
Entry from the Open Molecules 2025 dataset: a molecular structure, C39H42FIrN5O7SSiTe (the ωB97M-V functional and the def2-TZVPD basis).

Output
Spin multiplicity: 2
Highest occupied orbital energy (spin up / spin down): -11.593 / -12.050 eV
Molecular weight: 1091.76 g/mol
Total charge: +2
ΔE to the lowest compared entry with this formula, charge and spin: 12.3 kcal per mole
Energy: -3471.2418 a.u.
⟨S²⟩: 0.76

Geometry as XYZ:
```
98
Properties=species:S:1:pos:R:3:mulliken_charge:R:1
Ir -0.75250 0.18063 -1.50596 3.65
C -4.10393 4.03878 -4.10039 -1.08
Si -4.68473 3.91566 -2.33553 0.23
C -5.28298 5.56152 -1.70148 -1.16
C -6.00518 2.61728 -2.13298 -0.34
C -3.19376 3.41296 -1.25387 0.34
C -2.70026 4.24918 -0.25219 0.12
C -1.57269 3.92355 0.49518 -1.28
C -0.91338 2.74466 0.22565 -0.05
N -1.36815 1.92530 -0.72159 -0.65
C -2.47276 2.23192 -1.43070 0.11
S -2.69790 0.90909 -2.57834 -0.72
H -4.93218 4.32630 -4.75162 0.38
H -3.70579 3.09037 -4.46520 0.33
H -3.32222 4.79367 -4.20404 0.34
H -6.15134 5.88011 -2.28195 0.35
H -4.52512 6.34133 -1.80062 0.34
H -5.59344 5.51288 -0.65561 0.34
H -6.90125 2.89995 -2.69056 0.49
H -6.29404 2.49472 -1.08692 0.30
H -5.67638 1.64846 -2.50991 -0.37
H -3.20055 5.18914 -0.05380 0.46
H -1.20011 4.58646 1.26248 0.44
H -0.01495 2.43854 0.74465 0.55
C 1.75734 -3.77569 4.64849 -1.01
C 1.50123 -2.27782 4.67217 -1.03
N 1.40700 -1.70358 3.31870 0.27
C 0.19627 -1.54991 2.77062 -0.24
C -0.05678 -1.08597 1.50312 -0.45
C -1.51852 -1.12694 1.09899 0.28
O -2.35123 -1.33484 1.96216 -0.71
O -1.83029 -0.89855 -0.13736 -0.93
C 1.04981 -0.69672 0.70367 1.45
O 0.99862 -0.19030 -0.45004 -1.56
C 2.37395 -0.88571 1.28371 0.39
C 3.50682 -0.55376 0.53385 -0.58
C 4.75249 -0.73225 1.05665 0.26
F 5.81416 -0.35669 0.32090 -0.34
C 4.95659 -1.27528 2.33913 -1.45
C 3.83201 -1.60272 3.07827 -0.50
C 2.54002 -1.39667 2.57574 -0.42
N 6.23742 -1.51076 2.88585 0.26
C 6.56519 -0.94901 4.18879 -0.66
C 7.32634 -2.01092 4.99160 -0.75
N 8.04449 -2.90776 4.01311 -0.15
C 8.59373 -2.11238 2.86542 -0.76
C 7.41872 -1.58663 2.02742 -0.69
H 1.82390 -4.15553 5.66744 0.39
H 2.68202 -4.02242 4.12599 0.31
H 0.94034 -4.29506 4.14824 0.34
H 2.27025 -1.73499 5.22036 0.47
H 0.55757 -2.06003 5.16735 0.47
H -0.65367 -1.82996 3.38083 0.64
H 3.39195 -0.13418 -0.45671 0.72
H 3.96869 -2.05651 4.04884 0.75
H 5.66413 -0.66759 4.72595 0.49
H 7.17012 -0.04133 4.08030 0.32
H 6.66283 -2.64637 5.57450 0.42
H 8.07441 -1.57457 5.65053 0.38
H 7.37397 -3.58374 3.64318 0.38
H 8.78324 -3.43048 4.48404 0.34
H 9.25335 -2.74804 2.28008 0.39
H 9.18415 -1.31099 3.30527 0.36
H 7.21123 -2.26415 1.20071 0.51
H 7.71515 -0.62352 1.60640 0.41
O -0.33109 -1.60631 -2.43298 -0.67
C 0.65850 -1.72249 -3.17919 -0.12
C 1.55498 -0.70721 -3.62396 0.93
C 2.69810 -1.16063 -4.31487 -0.50
C 3.60182 -0.26721 -4.80102 -0.52
C 3.38911 1.11865 -4.68718 -0.42
C 2.28107 1.58402 -4.04337 -0.69
C 1.33870 0.69775 -3.45326 0.21
O 0.34112 1.22366 -2.82961 -0.66
N 4.81763 -0.76010 -5.45382 1.03
O 4.98332 -1.96373 -5.49843 -0.62
O 5.58264 0.06698 -5.90360 -0.61
H 0.86259 -2.73669 -3.53756 0.41
H 2.86999 -2.21987 -4.45492 0.54
H 4.11387 1.79626 -5.11582 0.53
H 2.09305 2.64402 -3.94510 0.51
C -5.95629 -1.18286 -2.55422 -1.09
Te -4.13577 -1.59701 -1.53013 0.44
C -5.00279 -0.52139 0.07549 -0.62
C -6.47942 -0.46255 -0.21258 0.54
C -7.37854 -0.07203 0.77478 -0.65
C -8.73015 0.02230 0.48842 -0.64
C -9.19272 -0.27944 -0.78628 -0.59
C -8.30275 -0.67708 -1.77000 -0.83
C -6.94364 -0.76910 -1.48917 0.51
H -6.27875 -2.06251 -3.10868 0.58
H -5.75439 -0.38293 -3.26958 0.37
H -4.52557 0.46167 0.06745 0.15
H -4.74129 -1.01530 1.00917 0.77
H -7.01733 0.15537 1.77047 0.47
H -9.42533 0.32115 1.26133 0.43
H -10.24906 -0.21555 -1.00971 0.43
H -8.66504 -0.92194 -2.76102 0.47
```